{
  "formula": "C31H20Cl2N7O4V",
  "method": "ωB97M-V/def2-TZVPD",
  "spin_multiplicity": 3,
  "relative_energy_kcal_mol": 18.7,
  "e_homo_ev": [-7.4, -7.8],
  "energy_ev": -101828.4205,
  "charge": 0,
  "s_squared": 2.0154,
  "elements": ["V", "Cl", "C", "C", "C", "N", "C", "O", "C", "C", "C", "C", "C", "N", "C", "C", "C", "Cl", "N", "C", "O", "C", "C", "C", "C", "C", "N", "H", "H", "H", "H", "H", "H", "H", "H", "H", "H", "O", "C", "C", "C", "C", "C", "C", "C", "O", "N", "N", "C", "C", "C", "C", "C", "C", "N", "H", "H", "H", "H", "H", "H", "H", "H", "H", "H"],
  "xyz": [[-0.48, -0.08, 0.59], [2.04, 5.64, 0.99], [0.82, 4.42, 1.01], [0.90, 3.38, 0.09], [-0.06, 2.39, 0.09], [-0.02, 1.27, -0.84], [-0.19, 1.67, -2.12], [-0.45, 2.81, -2.49], [-0.07, 0.63, -3.21], [-1.05, 0.62, -4.20], [-0.88, -0.20, -5.30], [0.28, -0.95, -5.39], [1.19, -0.87, -4.36], [1.03, -0.12, -3.27], [-1.12, 2.43, 1.01], [-1.20, 3.47, 1.92], [-0.24, 4.46, 1.91], [-0.38, 5.74, 3.07], [-1.93, 1.26, 0.99], [-2.85, 0.94, 1.91], [-3.51, 1.65, 2.64], [-3.00, -0.58, 1.99], [-4.07, -1.17, 2.64], [-4.11, -2.55, 2.73], [-3.09, -3.30, 2.16], [-2.06, -2.64, 1.52], [-2.02, -1.31, 1.43], [1.71, 3.35, -0.62], [-1.91, 1.28, -4.10], [-1.63, -0.23, -6.08], [0.48, -1.58, -6.25], [2.11, -1.45, -4.40], [-2.02, 3.51, 2.63], [-4.81, -0.52, 3.08], [-4.94, -3.04, 3.23], [-3.08, -4.38, 2.21], [-1.24, -3.18, 1.07], [4.01, -0.09, 3.79], [3.03, 0.41, 4.57], [3.40, 0.80, 5.86], [2.46, 1.33, 6.72], [1.13, 1.48, 6.33], [0.76, 1.09, 5.06], [1.69, 0.54, 4.17], [1.23, 0.13, 2.84], [-0.02, 0.18, 2.57], [2.12, -0.38, 1.99], [1.44, -0.81, 0.89], [1.93, -1.59, 0.02], [0.96, -2.09, -0.97], [1.26, -3.08, -1.89], [0.26, -3.51, -2.75], [-1.00, -2.95, -2.66], [-1.23, -1.98, -1.70], [-0.28, -1.57, -0.86], [3.61, -0.31, 2.92], [4.43, 0.69, 6.15], [2.77, 1.64, 7.71], [0.40, 1.91, 7.00], [-0.26, 1.20, 4.72], [2.96, -1.93, 0.07], [2.26, -3.48, -1.95], [0.47, -4.28, -3.48], [-1.81, -3.25, -3.32], [-2.20, -1.51, -1.57]]
}

***

{
  "formula": "C35H39Br2F3NO11P2",
  "method": "ωB97M-V/def2-TZVPD",
  "e_homo_ev": -5.0,
  "energy_ev": -227752.4476,
  "charge": -1,
  "elements": ["C", "C", "O", "P", "O", "C", "C", "P", "C", "C", "C", "N", "C", "C", "O", "C", "C", "C", "C", "C", "F", "Br", "C", "F", "F", "Br", "O", "O", "C", "C", "H", "H", "H", "H", "H", "H", "H", "H", "H", "H", "H", "H", "H", "H", "H", "H", "H", "H", "H", "H", "H", "H", "H", "H", "H", "H", "H", "C", "C", "C", "O", "C", "C", "C", "O", "H", "H", "H", "H", "C", "C", "C", "O", "C", "C", "C", "O", "H", "H", "H", "H", "C", "C", "C", "O", "C", "C", "C", "O", "H", "H", "H", "H"],
  "xyz": [[7.00, -3.43, 0.02], [5.67, -2.86, -0.60], [4.58, -3.80, -0.47], [3.08, -3.15, -0.78], [2.42, -4.07, -1.77], [3.10, -1.46, -1.55], [2.40, -0.44, -0.55], [1.96, 1.22, -1.37], [0.57, 1.72, -0.18], [-0.48, 2.68, -0.55], [-1.45, 3.01, 0.46], [-1.56, 2.57, 1.73], [-0.64, 1.66, 2.10], [0.40, 1.24, 1.20], [3.20, 1.14, -2.61], [4.25, 2.05, -2.23], [4.19, 2.58, -0.70], [5.53, 2.16, 0.00], [5.99, 3.10, 1.17], [5.13, 3.00, 2.47], [5.88, 3.66, 3.48], [3.45, 4.04, 2.32], [4.89, 1.54, 3.03], [4.67, 1.67, 4.39], [3.77, 0.98, 2.51], [6.42, 0.32, 2.84], [3.06, 1.91, -0.17], [2.28, -3.12, 0.68], [1.34, -4.21, 0.80], [-0.03, -3.76, 0.14], [6.90, -3.40, 1.13], [7.88, -2.86, -0.35], [7.14, -4.50, -0.29], [5.46, -1.83, -0.23], [5.88, -2.78, -1.71], [2.45, -1.50, -2.45], [4.10, -1.11, -1.90], [3.02, -0.34, 0.36], [1.42, -0.91, -0.24], [0.98, 0.69, -2.29], [1.85, 2.61, -1.83], [-0.52, 3.14, -1.57], [-2.20, 3.76, 0.15], [-0.66, 1.25, 3.13], [1.14, 0.51, 1.58], [4.41, 2.85, -3.00], [5.17, 1.40, -2.41], [4.04, 3.70, -0.75], [5.45, 1.09, 0.27], [6.33, 2.22, -0.79], [7.03, 2.80, 1.46], [6.04, 4.16, 0.85], [1.08, -4.39, 1.87], [1.71, -5.19, 0.41], [0.19, -3.28, -0.85], [-0.45, -2.96, 0.78], [-0.72, -4.62, -0.01], [-5.15, 3.28, -0.13], [-6.46, 3.19, 0.12], [-7.45, 3.28, -0.97], [-8.65, 3.21, -0.74], [-6.94, 3.46, -2.35], [-5.64, 3.54, -2.60], [-4.64, 3.45, -1.51], [-3.45, 3.53, -1.73], [-4.41, 3.21, 0.66], [-6.85, 3.06, 1.12], [-7.69, 3.52, -3.13], [-5.25, 3.67, -3.60], [4.42, -4.68, 4.06], [3.24, -4.86, 3.48], [2.55, -6.17, 3.52], [1.47, -6.34, 2.99], [3.23, -7.28, 4.24], [4.41, -7.10, 4.82], [5.10, -5.79, 4.78], [6.18, -5.62, 5.31], [4.94, -3.73, 4.04], [2.73, -4.06, 2.95], [2.71, -8.23, 4.26], [4.92, -7.89, 5.35], [-11.56, 2.32, -2.40], [-12.87, 2.23, -2.15], [-13.86, 2.32, -3.24], [-15.06, 2.25, -3.01], [-13.35, 2.50, -4.62], [-12.05, 2.58, -4.87], [-11.05, 2.50, -3.78], [-9.86, 2.57, -4.00], [-10.82, 2.26, -1.61], [-13.26, 2.10, -1.15], [-14.10, 2.56, -5.40], [-11.66, 2.71, -5.87]]
}

***

{
  "formula": "C12H26AsBrN4OPd",
  "method": "ωB97M-V/def2-TZVPD",
  "relative_energy_kcal_mol": 23.4,
  "e_homo_ev": -6.6,
  "energy_ev": -155233.4778,
  "charge": 0,
  "elements": ["Pd", "N", "C", "C", "N", "C", "C", "N", "H", "H", "H", "H", "H", "H", "H", "H", "H", "H", "H", "H", "H", "C", "As", "C", "C", "O", "H", "H", "H", "H", "H", "H", "H", "H", "H", "Br", "C", "C", "C", "C", "C", "N", "H", "H", "H", "H"],
  "xyz": [[-1.13, 0.36, 0.53], [-0.59, -0.89, -1.18], [0.51, -1.85, -1.15], [0.31, -2.94, -0.10], [0.39, -2.48, 1.27], [1.64, -2.76, 1.96], [2.77, -1.86, 1.46], [2.49, -0.43, 1.54], [-1.44, -1.35, -1.49], [-0.35, -0.15, -1.86], [1.43, -1.30, -0.94], [0.63, -2.33, -2.13], [1.05, -3.73, -0.28], [-0.67, -3.40, -0.28], [-0.41, -2.76, 1.82], [1.95, -3.81, 1.85], [1.48, -2.57, 3.03], [2.99, -2.12, 0.42], [3.68, -2.09, 2.02], [2.54, -0.12, 2.51], [1.53, -0.26, 1.25], [0.70, 3.07, -0.51], [1.49, 2.22, -2.04], [2.00, 3.66, -3.22], [3.14, 1.44, -1.43], [0.52, 1.14, -2.83], [1.50, 3.41, 0.15], [0.05, 2.37, 0.03], [0.11, 3.92, -0.84], [2.69, 4.33, -2.72], [1.11, 4.20, -3.51], [2.47, 3.23, -4.10], [3.84, 2.23, -1.16], [3.55, 0.83, -2.24], [2.95, 0.82, -0.55], [-3.22, 3.52, 0.71], [-1.91, 2.78, 1.87], [-1.00, 3.62, 2.47], [-0.04, 3.05, 3.31], [-0.06, 1.69, 3.51], [-1.05, 0.92, 2.89], [-1.98, 1.47, 2.07], [-1.04, 4.69, 2.29], [0.69, 3.67, 3.79], [0.66, 1.21, 4.16], [-1.18, -0.13, 3.13]]
}

***

{
  "formula": "C4H8OS3",
  "method": "ωB97M-V/def2-TZVPD",
  "smiles": "OCC(=S)SCCS",
  "relative_energy_kcal_mol": 67.6,
  "e_homo_ev": -8.8,
  "energy_ev": -38828.0252,
  "charge": 0,
  "elements": ["O", "C", "C", "S", "S", "C", "C", "S", "H", "H", "H", "H", "H", "H", "H", "H"],
  "xyz": [[0.17, 1.71, 1.00], [-1.24, 1.24, 0.99], [-1.46, 0.14, 0.13], [-2.75, -0.06, -0.86], [-0.43, -1.36, 0.15], [1.10, -1.02, 1.06], [2.40, -0.86, 0.07], [2.38, 0.77, -0.93], [0.73, 1.36, 0.07], [-1.53, 0.89, 2.15], [-2.12, 2.00, 0.69], [1.37, -1.81, 1.75], [1.02, -0.20, 1.72], [3.11, -0.86, 0.95], [2.48, -1.80, -0.55], [1.65, 0.15, -2.01]]
}